{
  "formula": "C19H33BrCl4CsFMgNaO17S2",
  "method": "the ωB97M-V functional and the def2-TZVPD basis",
  "species": ["C", "C", "C", "O", "S", "O", "O", "O", "C", "C", "C", "O", "F", "C", "Br", "C", "C", "H", "H", "H", "H", "H", "H", "H", "H", "H", "H", "Cs", "C", "C", "O", "O", "H", "H", "H", "O", "H", "H", "H", "C", "O", "C", "O", "O", "C", "H", "H", "H", "H", "H", "H", "O", "S", "O", "O", "O", "C", "O", "C", "C", "O", "C", "H", "H", "H", "H", "H", "H", "H", "H", "H", "H", "C", "Cl", "Cl", "Cl", "H", "Na", "Mg", "Cl"],
  "coordinates": [[-0.23, 1.66, 10.87], [0.31, 1.04, 9.70], [0.32, 0.15, 8.29], [-1.01, -0.38, 7.83], [-0.51, -1.09, 6.33], [-1.47, -2.28, 5.98], [-0.60, -0.11, 5.13], [1.06, -1.64, 6.82], [1.25, -1.22, 8.25], [0.65, -2.57, 9.02], [0.17, -2.26, 10.58], [0.84, -2.62, 11.67], [-1.14, -1.55, 10.79], [2.88, -1.07, 8.32], [3.68, -1.88, 10.01], [3.44, 0.47, 8.27], [3.22, 1.24, 6.84], [-0.64, 2.34, 11.75], [0.51, 0.96, 7.43], [-0.32, -3.00, 8.48], [1.44, -3.47, 8.97], [3.35, -1.64, 7.39], [3.06, 1.09, 9.21], [4.62, 0.40, 8.42], [2.86, 0.46, 6.04], [4.20, 1.78, 6.44], [2.38, 2.07, 6.99], [0.15, -1.25, 3.20], [7.25, -3.03, 11.14], [7.73, -1.93, 10.21], [7.56, -0.76, 10.64], [8.25, -2.33, 9.13], [6.81, -2.62, 12.05], [6.49, -3.64, 10.63], [8.08, -3.68, 11.41], [5.49, -1.60, 6.28], [5.06, -2.49, 6.20], [5.23, -1.00, 5.54], [6.48, -1.68, 6.35], [-1.58, -1.87, -3.24], [-0.51, -1.02, -2.83], [0.02, -0.26, -3.83], [-0.34, -0.26, -4.99], [1.02, 0.49, -3.30], [1.67, 1.34, -4.24], [-1.92, -2.42, -2.37], [-2.42, -1.27, -3.62], [-1.24, -2.58, -3.99], [0.96, 2.06, -4.66], [2.14, 0.75, -5.03], [2.45, 1.89, -3.71], [-2.41, 2.17, -3.67], [-2.17, 3.30, -4.58], [-2.39, 4.57, -3.87], [-3.11, 3.22, -5.72], [-0.79, 3.25, -5.08], [-3.02, -0.43, -10.48], [-3.93, -0.34, -9.38], [-3.67, 0.80, -8.56], [-4.66, 1.93, -8.85], [-4.47, 2.46, -10.17], [-5.43, 1.97, -11.09], [-3.41, -1.16, -11.19], [-2.91, 0.53, -10.99], [-2.05, -0.77, -10.11], [-2.64, 1.14, -8.67], [-3.81, 0.48, -7.52], [-4.48, 2.75, -8.15], [-5.70, 1.60, -8.71], [-6.39, 2.46, -10.92], [-5.56, 0.89, -11.02], [-5.09, 2.21, -12.10], [-4.10, 1.66, -15.63], [-3.69, 0.75, -14.16], [-5.49, 0.92, -16.44], [-4.44, 3.35, -15.23], [-3.24, 1.62, -16.31], [-2.97, 0.36, -17.16], [-4.01, 1.62, -5.10], [-3.12, -1.05, -1.93]],
  "lowdin_charge": [0.159, 0.011, -0.220, -0.177, 0.820, -0.311, -0.730, -0.262, -0.337, -0.019, -0.169, 0.011, -0.037, -0.549, 0.785, -0.272, -0.120, 0.096, 0.153, 0.147, 0.150, 0.088, 0.129, 0.123, 0.060, 0.102, 0.094, 1.280, -0.074, -0.816, -0.103, -0.134, 0.062, 0.039, 0.069, 0.306, 0.201, 0.197, 0.210, -0.434, -0.051, -0.560, 0.088, -0.015, -0.056, -0.036, -0.064, 0.092, 0.065, 0.092, 0.089, -0.403, 0.202, -0.358, -0.445, -0.359, -0.110, -0.180, -0.179, -0.186, -0.177, -0.114, 0.085, 0.070, 0.097, 0.145, 0.089, 0.120, 0.128, 0.094, 0.085, 0.041, -1.540, 0.641, 0.650, 0.633, -0.045, 0.686, 1.118, 0.040],
  "homo_ev": -6.75,
  "total_charge": 1,
  "gap_ev": 1.8,
  "fmax_ev_per_a": 10.03
}

---

{
  "formula": "C9H14BCl16FN2O4",
  "method": "the ωB97M-V functional and the def2-TZVPD basis",
  "species": ["N", "C", "C", "C", "F", "C", "N", "O", "C", "O", "B", "O", "O", "H", "H", "H", "H", "H", "H", "H", "H", "H", "H", "H", "H", "H", "H", "C", "Cl", "Cl", "Cl", "Cl", "C", "Cl", "Cl", "Cl", "Cl", "C", "Cl", "Cl", "Cl", "Cl", "C", "Cl", "Cl", "Cl", "Cl"],
  "coordinates": [[-1.49, -0.24, 1.94], [-2.21, -0.64, 0.70], [-3.11, 0.52, 0.32], [-4.24, 0.05, -0.56], [-4.74, 1.08, -1.31], [-1.17, -1.05, -0.36], [-1.34, -0.29, -1.58], [-1.26, -2.39, -0.79], [-1.05, -3.36, 0.20], [-1.98, -4.40, 0.12], [-3.20, -4.09, -0.46], [-3.38, -4.04, -1.82], [-4.32, -3.92, 0.32], [-2.20, -0.07, 2.64], [-0.98, -1.05, 2.30], [-2.86, -1.48, 0.96], [-3.56, 0.86, 1.24], [-2.58, 1.37, -0.08], [-5.05, -0.30, 0.07], [-3.94, -0.77, -1.19], [-0.18, -0.81, 0.03], [-0.95, -0.81, -2.36], [-0.92, 0.62, -1.51], [-1.07, -2.94, 1.21], [-0.07, -3.79, 0.06], [-3.37, -3.11, -2.07], [-4.13, -3.38, 1.09], [1.27, -1.97, -4.72], [1.34, -0.22, -4.42], [0.99, -2.26, -6.44], [2.78, -2.73, -4.24], [-0.05, -2.64, -3.76], [5.37, 0.38, -2.14], [6.30, -1.13, -2.02], [5.01, 0.97, -0.51], [6.32, 1.59, -3.01], [3.85, 0.08, -2.99], [2.40, 3.69, 1.20], [3.91, 2.90, 1.66], [1.51, 2.64, 0.08], [1.41, 3.98, 2.63], [2.76, 5.22, 0.40], [4.04, 5.59, 5.84], [2.39, 6.13, 6.16], [4.62, 4.62, 7.20], [4.05, 4.60, 4.37], [5.08, 6.99, 5.62]],
  "lowdin_charge": [0.050, -0.328, -0.141, -0.217, -0.032, -0.359, 0.093, -0.086, -0.199, 0.137, -0.829, 0.180, 0.198, 0.072, 0.062, 0.128, 0.112, 0.116, 0.121, 0.104, 0.149, -0.002, 0.080, 0.129, 0.144, 0.102, 0.099, -2.015, 0.489, 0.545, 0.527, 0.592, -2.029, 0.525, 0.487, 0.533, 0.460, -2.034, 0.469, 0.513, 0.512, 0.541, -2.049, 0.520, 0.525, 0.478, 0.526],
  "homo_ev": -9.81,
  "gap_ev": 9.8,
  "smiles": "N[C@H](OCOB(O)O)[C@@H](N)CCF.ClC(Cl)(Cl)Cl.ClC(Cl)(Cl)Cl.ClC(Cl)(Cl)Cl.ClC(Cl)(Cl)Cl",
  "fmax_ev_per_a": 1.40
}